Entry 1:
41
Properties=species:S:1:pos:R:3:forces:R:3:mulliken_charge:R:1 method="wB97M-V/def2-TZVPD" e_homo_ev="-13.339 / -13.332" orbital_gap_ev="5.129 / 2.869" total_energy_ev=-87439.8410 charge=+2 multiplicity=6 relative_energy_ev=0.400
Ir 0.203019 1.796049 0.053533 0.222 0.069 0.167 1.6089
C 3.949984 3.385598 3.562771 -0.013 -0.010 -0.001 -0.9008
S 4.352737 2.250899 2.243754 -0.019 0.017 -0.026 0.2903
C 2.944061 2.167793 1.313081 0.170 -0.221 -0.059 0.5800
S 1.501409 3.023420 1.629707 -0.310 -0.018 -0.336 -0.2780
N 3.112123 1.299352 0.274269 -0.107 0.158 0.119 -1.0578
N 2.021202 1.154944 -0.445182 -0.032 -0.040 -0.070 0.5494
C 2.120817 0.539952 -1.615807 -0.024 0.027 0.001 -0.3850
C 0.978323 0.629328 -2.460859 -0.030 0.009 0.068 0.6743
C 0.908503 0.028933 -3.707739 -0.025 0.012 0.007 -0.7790
C -0.236696 0.218319 -4.481335 0.021 0.018 0.047 -0.3763
C -1.258527 0.992125 -3.976873 0.004 -0.016 0.005 -0.7088
C -1.141096 1.547027 -2.698469 0.062 0.047 -0.036 0.1386
N -0.049567 1.394742 -1.965867 0.074 0.030 -0.422 -0.2366
H 4.865691 3.496558 4.139738 0.010 0.002 0.011 0.3849
H 3.163447 2.958820 4.186131 -0.020 -0.007 -0.002 0.3676
H 3.645383 4.348351 3.152623 0.002 0.008 -0.007 0.3737
H 3.057494 0.075261 -1.898698 0.005 -0.008 -0.008 0.5212
H 1.734912 -0.571144 -4.062214 0.014 -0.017 -0.008 0.4568
H -0.316651 -0.237499 -5.458290 -0.001 -0.004 -0.009 0.4846
H -2.166115 1.163981 -4.537654 0.002 0.005 -0.010 0.4363
H -1.953743 2.115799 -2.271979 0.003 0.003 0.005 0.4268
Cl 0.297180 1.352222 2.876789 0.006 -0.051 0.480 -0.1187
C -2.707041 2.083004 1.922502 0.002 -0.116 0.005 -0.5967
Cl -2.046060 2.589562 0.419731 -0.028 0.166 0.077 0.0286
H -2.571166 2.745232 2.758598 0.001 0.055 -0.025 0.4078
H -3.203637 1.128367 1.927208 0.014 -0.037 -0.037 0.3998
Cl -2.066666 -6.428094 1.894750 0.010 0.041 -0.018 -0.1651
C -1.799562 -4.835635 1.292375 0.008 -0.003 0.010 0.3603
C -0.674987 -4.129947 1.707741 -0.099 -0.035 -0.031 -0.7628
C -0.469320 -2.849101 1.231607 -0.043 0.047 -0.017 -0.2323
C -1.370010 -2.282525 0.331132 0.012 0.003 -0.135 0.3569
C -2.489399 -3.005119 -0.082066 0.100 0.016 -0.026 -0.3017
C -2.711825 -4.280529 0.402068 0.067 -0.002 0.055 -0.7504
C -1.175447 -0.913045 -0.222058 -0.249 0.038 0.367 0.4178
O -1.781057 -0.485617 -1.187938 -0.177 -0.090 -0.086 -0.5901
O -0.323881 -0.183466 0.487375 0.362 -0.110 -0.068 -0.7140
H 0.020073 -4.586965 2.397023 0.001 -0.010 0.013 0.4293
H 0.394804 -2.287878 1.557650 0.016 0.017 0.001 0.3784
H -3.179762 -2.561026 -0.785672 -0.003 0.017 -0.002 0.4455
H -3.578945 -4.848045 0.096547 -0.005 -0.011 0.001 0.4361

Entry 2:
17
Properties=species:S:1:pos:R:3:forces:R:3:mulliken_charge:R:1 method="wB97M-V/def2-TZVPD" e_homo_ev="-8.812 / -8.370" orbital_gap_ev="8.356 / 7.953" total_energy_ev=-21197.0467 relative_energy_ev=2.202
C 1.891199 -1.172243 0.156752 3.402 -2.292 -0.320 0.2086
C -2.184118 1.436019 -0.743291 -1.090 3.740 0.007 -0.2605
C -2.154354 1.173443 0.721844 3.327 -0.327 0.876 -0.4125
C 3.459891 -0.888298 0.198110 -1.326 -0.499 -4.414 -0.9084
N 1.202798 -0.174605 0.265046 -4.352 1.009 -0.532 -0.5390
O -1.362154 -2.209148 -0.756458 -0.144 -0.298 -0.186 -0.5901
O -1.533090 0.388512 -1.371441 0.230 -1.155 -0.506 -0.2814
O -2.172135 -0.279083 0.861537 -0.093 0.120 -0.331 -0.3547
P -1.236580 -0.827863 -0.329563 2.290 1.355 0.864 0.8347
H 1.656983 -2.257402 0.030578 -0.466 0.820 -0.012 0.2950
H -3.265726 1.564209 -0.893218 0.181 -0.588 -1.477 0.2743
H -1.697397 2.490585 -0.996709 -0.804 -2.348 0.457 0.2568
H -1.093116 1.461258 0.987294 -1.279 0.050 0.787 0.2881
H -2.940824 1.629208 1.302174 0.004 -0.025 0.183 0.3373
H 3.705447 -0.651930 1.134757 1.060 0.769 3.886 0.3171
H 3.609174 0.059098 -0.406985 0.067 -1.324 0.488 0.2455
H 4.114001 -1.741766 -0.160433 -1.008 0.992 0.230 0.2891

Entry 3:
63
Properties=species:S:1:pos:R:3:forces:R:3:mulliken_charge:R:1 method="wB97M-V/def2-TZVPD" e_homo_ev=-8.203 orbital_gap_ev=8.853 total_energy_ev=-37048.8347 relative_energy_ev=1.308
C 6.256945 -2.330627 -0.357993 0.124 0.148 -0.090 -0.8113
O 5.417822 -3.287500 0.242823 -0.200 -0.196 0.136 -0.4811
C 4.210906 -2.882890 0.721752 -0.170 -0.048 0.110 0.8894
C 3.413544 -3.878579 1.288251 0.222 0.088 -0.141 -0.8262
C 2.172367 -3.579664 1.804236 -0.031 0.161 0.003 -0.2217
C 1.690637 -2.271777 1.767908 0.410 0.105 -0.123 -0.2131
N 0.411392 -1.980144 2.276611 -0.099 -0.164 -0.042 0.3608
C -0.635717 -2.986541 2.288290 -0.191 -0.296 0.069 -1.0762
C -1.928617 -2.162984 2.395402 -0.140 -0.102 -0.040 0.0223
C -2.424490 -1.798195 0.989941 0.201 -0.001 0.633 0.2928
O -3.357943 -2.368928 0.470098 -0.291 -0.223 -0.232 -0.6873
N -1.722843 -0.815714 0.389615 0.289 0.269 -0.173 0.4578
C -1.945843 -0.402930 -0.986361 -0.382 -0.072 -0.155 -0.1014
C -3.200627 0.478570 -1.089889 0.218 0.050 -0.327 -1.2382
C -3.387818 1.124356 -2.466844 -0.246 -0.078 0.105 1.4312
C -4.649343 1.986064 -2.452198 0.317 -0.032 -0.010 -1.6975
C -3.471927 0.074834 -3.571788 0.175 0.197 0.108 -1.5555
C -0.692705 0.327559 -1.478369 -0.357 -0.373 0.188 -0.2165
O -0.067946 -0.028211 -2.453865 0.081 -0.082 -0.353 -0.7149
N -0.339419 1.369550 -0.699022 0.044 0.276 0.328 -0.0962
C 0.785342 2.236659 -0.982936 0.170 -0.033 -0.286 -0.2327
C 0.309867 3.630107 -1.431456 -0.049 -0.011 0.033 -0.8181
C 0.322847 4.463619 -0.153729 0.171 0.067 -0.116 -0.6084
C 1.597952 3.991679 0.539300 -0.038 0.021 0.077 -0.7951
C 1.627537 2.479452 0.287141 0.081 0.083 0.037 -0.1451
C -1.459407 -0.959762 3.207164 -0.029 0.014 -0.026 -0.7417
C -0.006209 -0.788528 2.777392 -0.262 0.189 0.373 0.1211
O 0.634909 0.239106 2.849695 0.123 0.190 0.021 -0.6671
C 2.481945 -1.280470 1.202461 -0.175 -0.027 0.076 -0.3627
C 3.730456 -1.578789 0.687869 0.302 -0.167 -0.121 -0.4996
H 7.147210 -2.874516 -0.669612 -0.044 0.088 0.003 0.2372
H 5.784770 -1.876910 -1.235124 0.012 -0.004 0.039 0.3339
H 6.542466 -1.545621 0.349789 -0.022 -0.020 -0.032 0.3213
H 3.792798 -4.887613 1.312851 0.039 -0.126 0.003 0.4269
H 1.582128 -4.368766 2.242527 -0.077 -0.088 0.046 0.4298
H -0.530979 -3.649453 3.155936 -0.018 -0.016 -0.109 0.4669
H -0.595457 -3.586897 1.376491 0.014 0.006 0.075 0.5291
H -2.725246 -2.729534 2.879316 0.077 0.055 -0.125 0.4482
H -0.918201 -0.420365 0.848290 -0.062 -0.057 -0.070 -0.0568
H -2.086490 -1.300573 -1.597322 0.160 0.193 0.036 0.5825
H -3.149665 1.263654 -0.329290 -0.008 0.000 0.073 0.2206
H -4.064227 -0.148128 -0.859346 -0.025 0.005 0.063 0.6267
H -2.526142 1.770502 -2.672795 -0.011 0.014 0.015 -0.1564
H -4.777777 2.489581 -3.407262 -0.067 0.069 -0.096 0.4317
H -5.524935 1.366959 -2.270149 -0.148 -0.065 0.023 0.3497
H -4.595636 2.742722 -1.671798 -0.050 0.098 0.087 0.4048
H -4.221081 -0.674903 -3.327638 -0.129 -0.128 0.009 0.2955
H -3.747969 0.544382 -4.513200 -0.028 0.002 -0.125 0.4691
H -2.512470 -0.415642 -3.709554 0.076 -0.139 -0.076 0.3445
H -0.955384 1.670381 0.040469 -0.097 -0.117 -0.024 0.4021
H 1.348385 1.731598 -1.770954 -0.081 0.087 0.126 0.6080
H -0.669570 3.585253 -1.906483 0.017 -0.027 -0.114 0.2344
H 1.018565 4.043368 -2.149136 0.041 0.052 -0.048 0.3474
H 0.325263 5.533975 -0.352825 -0.101 0.051 0.051 0.4137
H -0.548568 4.232319 0.461810 -0.094 0.012 0.061 0.2692
H 2.461402 4.467888 0.072645 0.039 0.067 0.011 0.3096
H 1.610781 4.227916 1.601646 0.087 0.050 0.034 0.3873
H 1.186274 1.949114 1.132463 0.036 -0.063 -0.015 -0.1139
H 2.646396 2.116972 0.163581 0.038 -0.097 0.049 0.1592
H -1.475632 -1.179077 4.277370 0.028 -0.002 0.007 0.3714
H -2.038078 -0.052446 3.040360 0.105 0.014 0.010 0.3398
H 2.129915 -0.264118 1.169232 -0.051 0.074 0.004 0.4086
H 4.313538 -0.781347 0.256213 0.079 0.058 -0.053 0.3900

Entry 4:
22
Properties=species:S:1:pos:R:3:forces:R:3:mulliken_charge:R:1 method="wB97M-V/def2-TZVPD" e_homo_ev=-7.830 orbital_gap_ev=8.303 total_energy_ev=-11446.3933 relative_energy_ev=4.297
C 2.075320 -0.274445 0.934789 -0.312 0.067 -0.528 -0.6885
N 0.777624 -0.473284 1.534466 0.713 -1.459 0.988 0.0206
O -0.077464 0.563263 1.311551 -2.140 1.151 -2.857 -0.4646
C 0.163025 -1.800829 1.346159 0.264 0.747 0.098 -0.7235
N 0.194256 -2.350792 0.012365 -0.172 -0.220 -0.247 -0.5835
H 2.474775 0.679869 1.274015 0.040 -0.036 0.042 0.2272
H 2.733444 -1.081919 1.254913 0.038 -0.001 0.030 0.3354
H 2.009953 -0.257186 -0.167581 0.280 -0.029 0.263 0.1645
H -0.429655 0.573694 0.308861 1.719 -0.397 3.332 0.3282
H 0.671785 -2.483486 2.033014 -0.079 -0.012 -0.123 0.3806
H -0.871688 -1.678719 1.672788 0.086 -0.054 0.047 0.3215
H 1.121816 -2.684759 -0.214172 0.000 0.029 -0.056 0.2907
H -0.048613 -1.634592 -0.669314 0.099 -0.207 0.121 0.3124
C -1.558152 2.285989 -0.639424 0.601 -0.522 0.853 -1.0694
C -1.358293 0.946077 -1.308064 1.383 -0.317 -3.479 -0.3232
O 0.218594 0.291554 -1.415968 -3.234 1.258 1.000 -0.5065
H -1.847264 2.146791 0.400968 0.214 0.190 0.130 0.3691
H -2.387640 2.812503 -1.115422 0.200 -0.073 -0.266 0.3815
H -0.632556 2.854392 -0.690617 -0.140 0.269 0.006 0.2924
H -1.440653 1.112423 -2.385141 -0.162 0.095 0.084 0.3938
H -2.188742 0.255190 -1.120084 1.005 -0.650 0.639 0.2945
H 0.400129 0.198267 -2.358101 -0.404 0.169 -0.080 0.2467